70
Properties=species:S:1:pos:R:3:forces:R:3:mulliken_charge:R:1 method="wB97M-V/def2-TZVPD" smiles=OCCO.OCCO.OCCO.OCCO.OCCO.OCCO.OCCO homo_energy_ev=-9.83 total_charge=0
C 3.2567 4.0264 0.3538 -3.6 -1.4 -0.5 -0.535
C 2.4101 2.7454 0.1326 3.7 1.3 3.7 -0.367
O 2.9486 1.8730 -0.7463 1.4 -1.2 -1.1 -0.492
O 2.2138 4.9013 0.8830 1.0 0.4 -1.6 -0.552
H 3.4522 4.3186 -0.6755 1.0 0.8 0.4 0.322
H 4.0271 3.6967 1.0500 0.5 1.0 -0.4 0.346
H 1.4509 2.8795 -0.0707 -4.2 1.8 -1.4 0.594
H 2.3483 2.3878 1.1625 0.1 -0.9 0.4 0.187
H 2.2186 1.2785 -0.7892 -0.3 -1.6 -0.9 0.129
H 2.1829 4.9841 1.8152 0.5 -0.1 1.3 0.299
C 4.7700 -2.2593 2.0904 0.6 1.5 -3.7 -0.270
C 3.4633 -2.6003 2.7124 -2.2 0.6 -3.2 -0.382
O 2.5451 -3.2424 1.7266 -3.6 1.5 3.0 -0.675
O 5.5652 -1.5639 3.0128 -1.0 3.2 -3.7 -0.515
H 4.7525 -1.6787 1.1079 -0.4 -0.1 1.5 0.049
H 5.2343 -3.1941 1.7006 -0.1 0.2 0.7 0.265
H 2.9471 -1.9009 3.3369 0.0 0.9 -0.1 0.428
H 3.8759 -3.2983 3.2806 0.4 -3.7 3.4 0.428
H 1.4898 -3.0616 2.1375 4.8 -0.8 -1.9 0.270
H 5.7593 -2.1402 3.6520 1.5 -3.3 4.2 0.307
C -5.4563 2.2378 0.2248 -1.5 5.5 1.2 -0.117
C -6.9799 2.3367 0.1987 1.0 4.5 -0.6 -0.480
O -7.3332 2.6322 -1.1448 0.0 -2.3 -1.4 -0.550
O -4.8998 1.9673 1.4384 -6.3 -0.8 2.7 -0.540
H -5.0451 3.2162 -0.2499 -0.6 -1.3 0.8 0.190
H -5.2339 1.5213 -0.3754 1.5 -4.7 -4.4 0.294
H -7.2626 3.3532 0.6218 0.0 -2.0 1.3 0.274
H -7.4690 1.4469 0.4660 -0.8 -0.9 0.9 0.279
H -7.5041 3.5409 -1.2904 -0.1 1.2 0.1 0.310
H -4.0426 2.0846 1.3628 6.8 0.7 -0.5 0.352
C -0.2282 0.4984 0.6334 -1.8 -0.6 3.5 0.393
C -1.8235 0.3726 0.7981 4.9 3.4 -3.2 -1.448
O -2.3108 1.5814 0.3240 -1.4 0.9 6.4 -0.475
O 0.3363 -0.7759 0.9775 3.8 4.2 -9.6 -0.218
H 0.0705 1.3323 1.3883 -0.2 -1.3 -1.3 0.109
H 0.0925 0.8144 -0.3572 -0.3 -0.4 -0.1 -0.321
H -2.1554 0.0269 1.6652 -0.9 0.2 5.1 0.805
H -2.2145 -0.4166 0.3322 -1.0 -3.2 -3.6 0.730
H -2.2631 1.5641 -0.5510 0.2 0.1 -6.3 0.257
H 0.0802 -1.0873 1.7125 -3.3 -3.2 8.8 0.112
C -1.5103 -3.5245 2.6910 -4.3 2.0 2.8 -0.598
C -1.9932 -3.2598 1.3538 -2.6 1.3 -1.5 0.182
O -2.8449 -4.2917 0.8410 -5.1 7.4 7.6 -0.517
O -0.5852 -2.5359 3.0891 0.1 0.0 1.0 -0.444
H -1.2763 -4.5162 2.7840 1.5 -2.5 0.5 0.308
H -2.4560 -3.3646 3.3571 1.5 -0.7 -0.7 0.417
H -1.0782 -3.0980 0.8397 0.5 0.4 -1.7 0.203
H -2.7013 -2.3481 1.3617 1.6 -1.1 -0.2 -0.045
H -2.4434 -4.7936 0.3280 5.9 -7.2 -7.4 0.270
H -0.9782 -2.2788 3.9468 1.1 0.3 -0.6 0.314
C -1.5680 1.6429 -3.8060 1.3 2.8 3.6 -0.737
C -0.1518 1.1474 -3.6032 2.4 -0.6 0.5 0.254
O 0.5329 1.1322 -4.8677 -0.1 -0.6 0.2 -0.623
O -2.3715 1.3041 -2.6803 -0.5 -0.5 -0.1 -0.461
H -1.7300 1.2692 -4.7086 -1.9 -2.6 -3.7 0.466
H -1.8105 2.7039 -3.9983 1.0 0.0 0.5 0.278
H -0.2033 0.1207 -3.2211 -0.7 -0.3 -0.3 0.166
H 0.6259 1.4829 -2.8668 -1.3 1.1 -0.2 0.088
H 1.2256 0.4457 -4.7802 -0.3 0.7 -0.1 0.331
H -2.8410 0.4729 -2.8199 0.1 0.1 -0.1 0.267
C 2.9736 -1.5057 -1.2827 1.7 -0.7 0.8 0.260
C 2.9917 -1.4125 -2.7693 1.2 -1.0 -3.0 -0.469
O 2.7244 -0.0572 -3.1641 0.1 1.1 1.6 -0.454
O 3.3039 -2.9155 -0.9749 0.1 3.2 -6.4 -0.524
H 2.0341 -1.0070 -0.9028 0.8 -1.2 0.2 0.024
H 3.8944 -0.8809 -0.9909 -1.5 -0.6 0.2 0.138
H 2.2285 -2.2834 -3.3445 2.5 2.8 1.6 0.222
H 4.1195 -1.3023 -3.1183 -2.0 -2.6 0.4 0.275
H 3.4428 0.3930 -2.6037 -1.8 -0.1 -1.5 0.296
H 3.1763 -3.1380 -0.1367 -1.3 -1.0 6.0 0.322

9
Properties=species:S:1:pos:R:3:forces:R:3:mulliken_charge:R:1 method="wB97M-V/def2-TZVPD" homo_energy_ev="-3.43 / -3.43" total_charge=-1
N -0.4284 0.3166 0.7004 1.4 -2.2 -0.7 0.223
N -0.5383 0.6132 -0.4747 0.7 -0.5 1.2 -0.372
N -1.2778 0.5937 1.7656 -2.1 2.2 -0.2 -0.694
O 1.9880 -1.2198 -0.3455 -0.8 -0.3 0.1 -0.540
O 0.5562 -1.4044 -2.3372 1.2 1.8 0.6 -0.584
O 2.0920 0.6509 -1.7936 -0.9 -0.4 -1.3 -0.578
S 1.3094 -0.5187 -1.4192 -1.2 0.2 1.2 1.049
H -2.1365 1.1835 1.5930 0.9 -0.7 -0.4 0.257
H -1.5646 -0.2150 2.3112 0.8 -0.1 -0.5 0.239

11
Properties=species:S:1:pos:R:3:forces:R:3:mulliken_charge:R:1 method="wB97M-V/def2-TZVPD" smiles="[H]/N=c1/nconc1O" homo_energy_ev=-9.80 total_charge=0
C 0.4997 -0.5957 0.0330 -0.7 -2.6 -0.3 0.733
C -1.8300 0.4809 0.0836 -0.9 0.3 -0.4 0.075
C 0.4053 0.8472 -0.0333 1.7 1.6 0.8 0.431
H 1.5458 -2.1639 -0.1286 0.0 0.4 0.3 0.371
H -2.8791 0.7514 0.1384 0.0 0.2 0.2 0.400
H 2.3302 1.1714 -0.0655 -0.6 -0.2 -0.2 0.261
N -0.5210 -1.3902 -0.0838 2.1 -0.3 0.4 -0.488
N -0.9099 1.3509 0.1051 0.6 -0.6 -0.3 -0.429
N 1.4171 1.6376 -0.1083 -1.1 -0.4 0.2 -0.709
O 1.7021 -1.2358 0.1407 -0.7 0.7 -0.5 -0.485
O -1.7602 -0.8538 -0.0814 -0.4 1.0 0.0 -0.159

9
Properties=species:S:1:pos:R:3:forces:R:3:mulliken_charge:R:1 method="wB97M-V/def2-TZVPD" homo_energy_ev="-15.11 / -15.09" total_charge=+1
C 0.4987 1.6404 0.9798 0.2 0.8 1.5 0.148
N 0.3255 2.6024 1.6416 0.2 -0.6 -1.0 0.599
N 0.0014 0.7178 0.1796 0.3 -0.1 -4.2 0.073
O 0.4119 3.5849 2.2310 -0.1 0.8 0.9 -0.422
O -1.3506 1.4204 -0.8153 1.3 -0.9 -0.4 -0.276
O -0.5584 -0.3218 0.7562 -1.8 -3.3 0.6 -0.319
Br -2.4043 2.5082 0.0210 0.0 0.3 0.5 0.325
H 0.7480 0.5041 -0.5984 -2.0 0.2 1.1 0.439
H -1.1001 -1.0308 0.1570 2.0 2.8 1.0 0.433

8
Properties=species:S:1:pos:R:3:forces:R:3:mulliken_charge:R:1 method="wB97M-V/def2-TZVPD" homo_energy_ev=-9.00 total_charge=0
C -0.2735 -0.0190 -1.2903 4.3 -2.1 0.9 -0.918
O -0.0619 0.7631 1.6267 1.3 -0.1 1.4 -0.486
P 0.7787 -0.3798 0.7212 -1.4 1.2 -2.7 0.197
H 0.5958 -0.2581 -2.0576 -2.0 0.0 1.5 0.270
H -0.2427 1.0121 -1.2207 -0.4 2.2 0.2 0.275
H -1.2276 -0.4399 -1.5355 -0.3 -0.4 0.3 0.304
H 0.4089 0.7247 2.5140 -1.0 0.5 -1.4 0.327
H 0.0224 -1.4031 1.2423 -0.5 -1.2 -0.2 0.031

107
Properties=species:S:1:pos:R:3:forces:R:3:mulliken_spin:R:1 method="wB97M-V/def2-TZVPD" multiplicity=2 s2=0.79 homo_energy_ev="-8.43 / -9.28" total_charge=+1
Zr 0.1849 -0.2874 0.2442 0.2 -0.3 1.1 0.035
C -1.0640 0.0763 -4.0696 0.2 -0.1 0.0 0.002
O -0.1604 0.2914 -2.9997 -0.1 0.0 0.2 0.003
C 1.1787 0.3028 -3.2805 -0.2 -0.1 -0.4 0.025
C 1.7113 -0.0227 -4.5194 0.0 0.1 0.1 -0.018
C 3.0876 0.0702 -4.7268 0.0 0.0 0.0 0.032
C 3.9078 0.4988 -3.7000 0.0 0.1 0.1 -0.013
C 3.3698 0.8073 -2.4529 0.2 -0.1 0.0 0.050
C 2.0104 0.6803 -2.2202 -0.1 0.0 0.5 -0.053
N 1.3820 0.9357 -0.9836 0.3 0.2 -0.2 0.136
N 2.1505 1.6394 -0.0846 -0.1 -0.2 -0.2 0.397
C 1.5040 2.4017 0.8262 0.1 0.2 -0.2 0.007
C 0.1043 2.4953 0.9411 -0.1 -0.3 -0.4 0.217
O -0.6441 1.4769 0.4600 0.1 0.8 0.3 0.090
C -0.4933 3.5841 1.5877 -0.3 0.0 0.1 -0.093
C 0.2648 4.4672 2.2950 0.2 0.0 0.0 0.200
C 1.6793 4.2824 2.4099 -0.2 0.1 0.1 -0.026
C 2.4677 5.1086 3.2406 0.0 0.0 0.0 0.035
C 3.8193 4.9142 3.3512 0.0 0.0 0.0 -0.033
C 4.4414 3.8848 2.6195 0.0 0.0 0.0 0.048
C 3.6999 3.0759 1.7943 0.0 0.2 -0.1 -0.046
C 2.3064 3.2555 1.6802 0.1 -0.1 -0.2 -0.022
H -0.8562 0.7589 -4.8942 0.0 0.0 0.0 -0.001
H -1.0145 -0.9571 -4.4237 0.0 0.0 0.0 0.000
H -2.0614 0.2700 -3.6849 0.0 0.0 0.0 0.000
H 1.0685 -0.3171 -5.3365 0.0 0.0 0.0 -0.001
H 3.4986 -0.1727 -5.6985 0.0 0.0 0.0 0.002
H 4.9736 0.5976 -3.8623 0.0 0.0 0.0 0.000
H 3.9996 1.1462 -1.6428 0.0 0.0 0.0 0.002
H -1.5728 3.6704 1.5487 0.1 0.0 0.0 0.000
H -0.2016 5.2982 2.8093 0.0 0.0 0.0 0.007
H 1.9834 5.9051 3.7942 0.0 0.0 0.0 0.001
H 4.4105 5.5569 3.9918 0.0 0.0 0.0 -0.001
H 5.5129 3.7427 2.6975 0.0 0.0 0.0 0.003
H 4.1725 2.2968 1.2081 0.0 0.1 0.0 -0.002
C -0.3218 0.2085 6.8489 0.0 0.0 0.1 0.000
C -0.2469 -0.9377 5.8656 0.0 0.1 0.0 0.000
O -1.2176 -0.8158 4.8011 0.2 0.0 0.1 0.000
P -1.0279 0.1708 3.5511 -0.1 -0.4 0.2 0.006
S -2.3756 -0.3692 2.2465 -0.1 0.0 -0.3 -0.001
S 0.8702 0.0765 2.9070 -0.2 -0.1 -0.4 0.006
O -1.2350 1.6261 4.1281 -0.1 0.3 0.2 -0.005
C -2.5127 1.9757 4.7343 0.1 0.0 -0.1 0.001
C -3.2884 2.9034 3.8337 -0.1 0.1 0.0 0.001
H 0.3058 -0.0173 7.7136 0.0 0.0 0.0 0.000
H -1.3438 0.3498 7.2031 0.0 0.0 0.0 0.000
H 0.0281 1.1401 6.4033 0.0 0.0 0.0 0.000
H -0.4806 -1.8845 6.3465 -0.1 0.0 0.0 0.000
H 0.7469 -1.0215 5.4242 0.0 0.0 0.0 0.000
H -2.2585 2.4559 5.6763 0.0 0.0 0.1 0.000
H -3.0733 1.0682 4.9561 0.0 -0.1 0.0 0.000
H -2.7680 3.8534 3.7047 0.0 -0.1 0.0 0.000
H -4.2617 3.1078 4.2844 0.0 0.0 0.0 0.000
H -3.4487 2.4482 2.8572 0.0 0.0 0.0 0.000
S -0.4389 -4.8274 2.9247 -0.1 -0.2 0.2 0.000
C 0.8658 -4.9673 1.8343 0.0 -0.1 0.0 0.000
C 1.0235 -3.8023 1.1693 0.0 0.4 0.0 0.001
N 0.1272 -2.7969 1.5056 0.1 -0.2 -0.5 -0.001
C -0.6945 -3.2272 2.4277 0.0 0.1 0.0 0.000
H 1.4488 -5.8702 1.7441 0.0 0.1 0.0 0.000
H 1.7911 -3.6079 0.4391 0.0 0.0 0.0 -0.001
H -1.4910 -2.6250 2.8466 0.1 0.0 -0.1 0.000
C -0.8869 -8.9121 2.4462 -0.1 0.0 0.0 0.000
C -1.9172 -8.2002 1.6074 0.0 0.0 0.0 0.000
C -3.2676 -8.2141 1.9440 0.0 0.0 0.0 0.000
C -4.2125 -7.5416 1.1807 0.0 0.0 0.1 0.000
C -3.8233 -6.8514 0.0403 -0.1 0.0 0.0 0.000
N -4.7941 -6.1791 -0.7506 0.1 0.1 0.0 0.000
C -4.7966 -4.8513 -1.1119 -0.1 0.0 0.1 0.000
O -5.6791 -4.3625 -1.7867 0.0 0.0 0.0 0.000
N -3.7320 -4.1266 -0.6154 0.1 0.2 -0.1 0.000
C -3.4367 -2.7923 -0.9037 -0.2 -0.3 0.1 0.000
C -4.3325 -1.8608 -1.4174 -0.1 0.0 0.0 0.000
C -3.8967 -0.5554 -1.5606 -0.2 0.1 0.0 0.000
C -2.6249 -0.1926 -1.1790 0.3 -0.1 0.0 0.000
N -1.7470 -1.0994 -0.7158 -0.3 -0.2 -0.1 0.003
C -2.1572 -2.3688 -0.5982 0.2 0.2 0.0 0.001
C -2.4824 -6.8584 -0.3308 0.1 -0.1 0.0 0.000
C -1.5464 -7.5125 0.4561 0.0 0.0 -0.1 0.000
H -1.3540 -9.4803 3.2488 0.0 0.0 0.0 0.000
H -0.1902 -8.2059 2.9047 0.0 0.0 0.0 0.000
H -0.2984 -9.6050 1.8435 0.0 0.0 0.0 0.000
H -3.5895 -8.7492 2.8300 0.0 0.0 0.0 0.000
H -5.2563 -7.5435 1.4744 0.1 0.0 0.0 0.000
H -5.6793 -6.6301 -0.9188 0.0 0.0 0.0 0.000
H -3.0677 -4.6176 -0.0375 0.0 0.0 0.0 0.000
H -5.3372 -2.1582 -1.6774 0.0 0.0 0.0 0.000
H -4.5643 0.2047 -1.9434 0.0 0.0 0.0 0.000
H -2.2859 0.8314 -1.2359 0.1 0.0 0.0 -0.004
H -1.4472 -3.0798 -0.2061 0.1 0.0 0.0 -0.001
H -2.1748 -6.3810 -1.2550 0.0 0.0 0.0 0.000
H -0.5067 -7.5108 0.1456 0.0 0.0 0.0 0.000
Cl 3.6621 -2.8651 -2.0244 0.1 0.1 0.2 0.000
C 2.1076 -3.1661 -2.7493 -0.1 0.0 -0.1 0.000
Cl 0.7016 -2.5183 -1.8461 -0.2 -0.1 -0.2 -0.001
H 1.9384 -4.2335 -2.7912 0.0 -0.1 -0.1 0.000
H 2.0640 -2.6928 -3.7213 0.1 0.0 -0.1 0.000
N 6.1974 -0.9714 2.8778 0.0 -0.1 0.0 0.000
C 4.9613 -0.6600 2.4663 0.0 0.3 0.1 -0.002
N 4.3273 0.3416 3.0804 -0.1 -0.3 -0.1 0.000
N 4.4786 -1.3725 1.4627 -0.3 -0.3 -0.3 0.001
C 3.2893 -1.2245 0.9819 0.4 0.3 0.3 -0.023
N 2.2391 -1.1613 0.4936 0.1 -0.1 0.2 0.037
H 6.6642 -0.4654 3.6069 0.0 0.0 0.0 0.000
H 6.6843 -1.7066 2.3966 0.0 0.0 0.0 0.000
H 4.7866 0.8972 3.7801 0.0 0.1 0.0 -0.001
H 3.4153 0.6487 2.7722 0.0 0.0 0.1 0.000

The calculation returns the following ΔE to the lowest compared entry with this formula, charge and spin values, one per record and in order: 10.4816 4.4689 3.5227 4.2322 1.4750 1.1520 eV.